Entry 1:
# C44H41ClEuNO8P2S

A molecular structure, C44H41ClEuNO8P2S at a distorted geometry (ωB97M-V/def2-TZVPD, the OMol25 dataset).

Last column: Löwdin spin population.
Geometry (Å):
Eu -0.318 -0.276 0.238  6.06
N -1.671 0.992 2.447  0.00
C -2.592 1.782 1.618  0.00
C -1.878 1.864 0.243  0.00
O -1.210 2.858 -0.038  0.00
O -1.996 0.813 -0.454  -0.01
H -2.179 0.571 3.219  0.00
H -0.947 1.603 2.826  0.00
H -2.794 2.778 2.034  0.00
H -3.520 1.223 1.486  0.00
C 3.712 -6.075 -3.227  0.00
C 2.469 -5.650 -2.433  0.00
C 1.551 -6.861 -2.188  0.00
C 1.687 -4.621 -3.221  0.00
C 1.295 -4.884 -4.529  0.00
C 0.568 -3.967 -5.264  0.00
C 0.189 -2.768 -4.687  0.00
C 0.542 -2.488 -3.378  0.00
P 0.149 -0.918 -2.509  -0.01
C 1.091 0.162 -3.656  0.00
C 0.561 0.655 -4.842  0.00
C 1.320 1.481 -5.651  0.00
C 2.618 1.805 -5.295  0.00
C 3.164 1.283 -4.133  0.00
C 2.407 0.463 -3.315  0.00
C -1.573 -0.612 -3.044  0.00
C -2.015 0.713 -3.109  0.00
C -3.353 0.987 -3.314  0.00
C -4.265 -0.051 -3.426  0.00
C -3.833 -1.365 -3.362  0.00
C -2.492 -1.649 -3.167  0.00
C 1.307 -3.408 -2.657  0.00
O 1.643 -3.018 -1.395  0.00
C 2.411 -3.848 -0.644  0.00
C 2.732 -3.372 0.633  0.00
C 3.588 -4.109 1.441  0.00
C 4.083 -5.323 0.998  0.00
C 3.713 -5.806 -0.244  0.00
C 2.884 -5.081 -1.092  0.00
P 1.891 -1.840 1.200  -0.01
C 0.826 -2.566 2.528  0.00
C -0.020 -1.661 3.180  0.00
C -0.905 -2.095 4.153  0.00
C -0.949 -3.437 4.502  0.00
C -0.100 -4.331 3.874  0.00
C 0.775 -3.906 2.889  0.00
C 3.230 -1.160 2.245  0.00
C 4.487 -1.009 1.666  0.00
C 5.525 -0.460 2.393  0.00
C 5.322 -0.042 3.698  0.00
C 4.071 -0.172 4.273  0.00
C 3.028 -0.725 3.549  0.00
H 3.428 -6.483 -4.192  0.00
H 4.266 -6.842 -2.694  0.00
H 4.365 -5.220 -3.388  0.00
H 1.245 -7.295 -3.136  0.00
H 0.659 -6.556 -1.644  0.00
H 2.068 -7.623 -1.610  0.00
H 1.565 -5.822 -4.988  0.00
H 0.296 -4.194 -6.284  0.00
H -0.387 -2.049 -5.248  0.00
H -0.456 0.421 -5.122  0.00
H 0.887 1.870 -6.560  0.00
H 3.203 2.460 -5.922  0.00
H 4.179 1.525 -3.854  0.00
H 2.824 0.086 -2.389  0.00
H -1.304 1.517 -2.968  0.00
H -3.686 2.013 -3.366  0.00
H -5.315 0.163 -3.560  0.00
H -4.548 -2.169 -3.453  0.00
H -2.153 -2.675 -3.099  0.00
H 3.863 -3.730 2.416  0.00
H 4.736 -5.908 1.627  0.00
H 4.082 -6.770 -0.559  0.00
H 0.046 -0.600 2.935  0.00
H -1.565 -1.388 4.637  0.00
H -1.626 -3.781 5.270  0.00
H -0.122 -5.376 4.145  0.00
H 1.415 -4.630 2.410  0.00
H 4.637 -1.310 0.640  0.00
H 6.501 -0.352 1.944  0.00
H 6.137 0.386 4.265  0.00
H 3.897 0.169 5.285  0.00
H 2.059 -0.830 4.014  0.00
Cl -4.416 -3.097 0.902  0.00
C -2.830 -3.597 0.330  0.00
C -1.850 -2.433 0.439  0.00
O -2.119 -1.467 1.165  -0.01
O -0.763 -2.539 -0.183  -0.01
H -2.915 -3.949 -0.698  0.00
H -2.475 -4.405 0.971  0.00
C 1.809 3.308 0.418  0.00
S 1.712 1.524 0.260  0.00
O 3.035 0.967 0.115  0.00
O 1.027 1.008 1.473  -0.01
O 0.858 1.227 -0.892  0.00
H 2.295 3.549 1.354  0.00
H 0.783 3.656 0.385  0.00
H 2.370 3.678 -0.430  0.00

2S+1: 7
<S²>: 12.01
HOMO energy (alpha / beta) (eV): -8.3 / -8.3
Molar mass (g/mol): 993.2

Entry 2:
# C44H41MoO6SSe4

A molecular structure, C44H41MoO6SSe4 (ωB97M-V/def2-TZVPD, the OMol25 dataset).

Last column: Löwdin charge in e.
Geometry (Å):
Mo -0.307 0.225 0.018  1.48
C 4.658 -1.079 4.335  0.04
C 3.905 -0.001 3.593  -0.54
C 4.375 1.397 3.938  0.04
O 4.017 -0.253 2.186  0.02
C 2.758 -0.151 1.571  -0.18
C 1.763 0.123 2.722  -0.15
O 2.521 -0.147 3.880  -0.01
C 0.487 -0.771 2.834  -0.30
O -0.270 -0.701 1.613  -0.40
C 0.842 -2.237 3.043  -0.13
C 0.864 -2.740 4.279  0.01
C 1.377 -4.069 4.598  -0.04
C 1.734 -4.916 3.639  -0.02
C 1.603 -4.593 2.176  -0.26
C 1.440 -3.063 1.917  -0.28
C -0.463 -0.228 3.902  -0.15
C -0.091 0.730 4.837  -0.01
C -1.020 1.214 5.752  -0.06
C -2.324 0.750 5.741  -0.07
C -2.702 -0.209 4.808  -0.06
C -1.779 -0.693 3.899  -0.02
C 2.757 0.872 0.407  -0.29
O 1.348 0.911 0.091  -0.33
C 3.461 0.339 -0.830  -0.16
C 3.302 1.047 -2.018  -0.05
C 3.862 0.577 -3.193  -0.06
C 4.603 -0.598 -3.187  -0.07
C 4.784 -1.293 -2.002  -0.05
C 4.213 -0.829 -0.823  -0.01
C 3.199 2.264 0.796  -0.16
C 4.558 2.564 0.773  -0.02
C 5.003 3.808 1.189  -0.06
C 4.095 4.765 1.623  -0.07
C 2.739 4.476 1.627  -0.06
C 2.289 3.229 1.214  -0.02
H 5.717 -1.032 4.084  0.10
H 4.263 -2.057 4.060  0.08
H 4.547 -0.940 5.410  0.10
H 5.406 1.538 3.615  0.10
H 4.323 1.536 5.018  0.10
H 3.756 2.153 3.455  0.08
H 2.528 -1.087 1.079  0.10
H 1.431 1.166 2.699  0.15
H 0.531 -2.120 5.101  0.13
H 1.454 -4.354 5.639  0.11
H 2.098 -5.910 3.872  0.13
H 0.708 -5.121 1.829  0.13
H 2.458 -2.696 1.751  0.10
H 0.927 1.092 4.880  0.11
H -0.715 1.957 6.478  0.11
H -3.043 1.129 6.454  0.11
H -3.720 -0.576 4.788  0.11
H -2.086 -1.427 3.165  0.10
H 2.734 1.971 -2.020  0.13
H 3.724 1.129 -4.113  0.11
H 5.045 -0.965 -4.104  0.11
H 5.372 -2.201 -1.987  0.11
H 4.390 -1.376 0.094  0.11
H 5.266 1.820 0.433  0.13
H 6.061 4.033 1.171  0.11
H 4.443 5.739 1.941  0.11
H 2.025 5.226 1.943  0.11
H 1.226 3.023 1.198  0.10
Se -0.240 0.359 -2.493  0.20
Se -1.837 -1.054 -3.384  0.04
Se -3.601 -0.268 -2.108  0.07
Se -2.592 -0.886 -0.090  0.23
C -2.274 2.428 0.880  -0.11
O -1.080 1.814 0.420  -0.48
H -2.363 3.399 0.398  0.10
H -2.209 2.541 1.962  0.10
H -3.116 1.781 0.625  0.04
O 0.718 -1.671 -0.459  -0.69
S 0.788 -3.060 0.189  1.14
C 2.776 -5.138 1.381  -0.23
C 2.576 -6.116 0.414  -0.03
C 3.646 -6.614 -0.317  -0.07
C 4.927 -6.137 -0.084  -0.08
C 5.136 -5.166 0.886  -0.07
C 4.067 -4.672 1.616  -0.03
C -0.877 -3.669 0.354  -0.42
C -1.611 -3.746 1.530  -0.10
C -2.912 -4.221 1.481  -0.06
C -3.473 -4.604 0.270  -0.06
C -2.729 -4.535 -0.900  -0.06
C -1.421 -4.080 -0.858  -0.12
H 1.574 -6.486 0.227  0.12
H 3.477 -7.374 -1.068  0.11
H 5.762 -6.526 -0.651  0.11
H 6.136 -4.800 1.081  0.11
H 4.243 -3.928 2.387  0.11
H -1.182 -3.449 2.476  0.10
H -3.491 -4.289 2.392  0.12
H -4.493 -4.965 0.239  0.12
H -3.163 -4.838 -1.843  0.12
H -0.832 -4.021 -1.766  0.11

Total charge: +1
Relative energy (zero: lowest compared OMol25 entry of this formula, charge and spin) (kcal per mole): 23.8
HOMO energy (eV): -10.5
Molar mass (g/mol): 1109.7

Entry 3:
# C44H42Cl2N3O15P2

6 unconnected molecules or ions with the total composition C44H42Cl2N3O15P2 at a distorted geometry (ωB97M-V/def2-TZVPD, the OMol25 dataset).

Last column: Löwdin charge in e.
Geometry (Å):
C 0.856 2.946 -1.847  -0.10
C 2.133 2.267 -1.517  -0.69
Cl 3.476 3.342 -1.294  0.79
C 2.337 0.963 -1.391  -0.61
Cl 0.990 -0.088 -1.658  0.83
C 3.692 0.362 -1.039  -0.29
C 3.759 -1.153 -1.295  -0.09
N 3.829 -1.960 -0.036  -0.04
C 3.508 -3.407 -0.273  -0.08
C 4.042 -3.979 -1.593  -0.22
O 4.128 -5.372 -1.375  -0.03
C 2.874 -1.342 0.980  -0.25
P 2.598 -2.302 2.528  0.46
O 2.120 -1.395 3.564  -0.24
O 3.970 -3.021 2.971  -0.08
O 1.590 -3.458 2.177  -0.10
C 3.413 0.027 1.399  -0.34
P 1.938 1.020 1.995  0.79
O 0.681 0.528 1.381  -0.43
N 4.075 0.774 0.316  -0.09
C 5.489 0.952 0.520  -0.24
C 6.484 0.103 0.038  -0.01
C 7.817 0.417 0.317  -0.12
N 8.209 1.473 1.019  0.08
C 7.247 2.265 1.487  -0.11
C 5.886 2.064 1.264  0.01
H 0.778 3.836 -1.227  0.09
H 0.854 3.298 -2.873  0.08
H -0.005 2.324 -1.637  0.05
H 4.404 0.823 -1.716  0.14
H 4.666 -1.361 -1.852  0.13
H 2.938 -1.533 -1.886  0.09
H 4.757 -1.905 0.384  0.16
H 2.434 -3.543 -0.226  0.14
H 3.943 -4.014 0.513  0.13
H 3.316 -3.801 -2.384  0.13
H 5.014 -3.567 -1.856  0.13
H 4.951 -5.714 -1.730  0.10
H 1.908 -1.284 0.477  0.09
H 4.728 -2.781 2.429  0.08
H 1.929 -4.323 2.493  0.07
H 4.115 -0.107 2.222  0.13
H 2.256 2.320 1.568  0.03
H 1.949 0.933 3.393  0.03
H 6.256 -0.776 -0.543  0.09
H 8.591 -0.238 -0.057  0.11
H 7.558 3.122 2.065  0.11
H 5.120 2.721 1.642  0.11
C -3.350 -1.092 0.516  0.03
C -2.465 -0.639 -0.366  0.02
C -2.899 0.096 -1.581  -0.37
O -2.093 0.514 -2.388  0.07
C -4.354 0.310 -1.771  0.03
C -5.241 -0.143 -0.889  0.04
C -4.807 -0.881 0.323  -0.36
O -5.609 -1.296 1.133  0.10
H -3.058 -1.627 1.410  0.12
H -1.398 -0.773 -0.236  0.08
H -4.649 0.850 -2.661  0.10
H -6.307 0.004 -1.013  0.13
C 4.210 5.115 -4.346  0.01
C 5.271 5.349 -5.114  0.03
C 5.128 5.921 -6.478  -0.38
O 6.095 6.129 -7.175  0.12
C 3.753 6.225 -6.951  0.03
C 2.692 5.991 -6.183  0.02
C 2.838 5.419 -4.823  -0.38
O 1.870 5.203 -4.123  0.09
H 4.298 4.698 -3.348  0.05
H 6.282 5.138 -4.789  0.12
H 3.670 6.642 -7.946  0.13
H 1.681 6.204 -6.507  0.12
C -0.365 -7.961 5.656  0.04
C 0.605 -7.408 4.934  0.02
C 0.299 -6.428 3.870  -0.36
O 1.191 -5.924 3.207  0.06
C -1.119 -6.078 3.633  0.02
C -2.092 -6.628 4.353  0.04
C -1.792 -7.615 5.424  -0.37
O -2.674 -8.116 6.081  0.14
H -0.168 -8.682 6.440  0.13
H 1.651 -7.644 5.085  0.12
H -1.311 -5.357 2.849  0.12
H -3.137 -6.389 4.200  0.13
C -4.160 4.821 -3.512  0.02
C -4.816 3.683 -3.715  0.01
C -6.193 3.483 -3.198  -0.39
O -6.785 2.439 -3.379  0.10
C -6.815 4.604 -2.451  0.02
C -6.160 5.744 -2.248  0.03
C -4.781 5.944 -2.762  -0.39
O -4.182 6.980 -2.577  0.11
H -3.154 4.987 -3.877  0.12
H -4.383 2.853 -4.260  0.12
H -7.820 4.436 -2.085  0.12
H -6.593 6.574 -1.704  0.12
C -9.975 -0.235 4.435  0.02
C -9.390 -1.067 5.292  0.02
C -8.236 -1.909 4.883  -0.39
O -7.702 -2.666 5.665  0.10
C -7.762 -1.786 3.483  0.02
C -8.346 -0.956 2.625  0.01
C -9.498 -0.113 3.033  -0.38
O -10.028 0.648 2.253  0.10
H -10.817 0.387 4.710  0.12
H -9.720 -1.172 6.318  0.12
H -6.919 -2.404 3.204  0.11
H -8.011 -0.854 1.603  0.10

Total charge: +1
HOMO energy (eV): -11.1
Molar mass (g/mol): 985.7

Entry 4:
# C44H42F7IInO

A molecular structure, C44H42F7IInO (ωB97M-V/def2-TZVPD, the OMol25 dataset).

Last column: Löwdin charge in e.
Geometry (Å):
C -3.014 -5.427 -0.797  -0.17
O -3.263 -6.011 0.461  -0.31
C -2.080 -6.101 1.278  -0.37
In -1.016 -4.220 1.705  0.12
I 1.620 -4.801 0.789  0.07
H -3.098 -4.331 -0.766  0.06
H -3.745 -5.826 -1.507  0.08
H -2.003 -5.665 -1.155  0.08
H -2.430 -6.516 2.228  0.03
H -1.392 -6.838 0.838  0.03
H -1.477 -2.842 0.759  -0.12
H -0.886 -3.878 3.416  -0.13
F 1.901 -3.009 4.350  0.02
C 2.899 -3.798 4.796  -0.28
C 2.947 -4.121 6.138  -0.02
C 3.984 -4.935 6.574  -0.10
C 4.933 -5.410 5.679  -0.11
C 4.847 -5.070 4.334  -0.08
C 3.822 -4.255 3.877  -0.04
H 2.192 -3.738 6.811  0.11
H 4.044 -5.203 7.622  0.10
H 5.733 -6.051 6.027  0.09
H 5.573 -5.451 3.627  0.10
H 3.694 -3.986 2.838  0.04
F 2.921 2.004 -1.993  0.02
C 2.855 1.093 -0.981  -0.28
C 3.081 1.534 0.306  -0.03
C 3.008 0.600 1.333  -0.08
C 2.722 -0.730 1.057  -0.08
C 2.506 -1.137 -0.254  -0.09
C 2.566 -0.218 -1.294  -0.02
H 3.299 2.578 0.489  0.11
H 3.172 0.920 2.355  0.10
H 2.648 -1.460 1.853  0.09
H 2.291 -2.180 -0.449  0.02
H 2.395 -0.509 -2.321  0.11
F -3.831 -1.543 -0.337  0.05
C -4.444 -0.834 0.623  -0.29
C -4.981 0.399 0.309  -0.02
C -5.606 1.120 1.319  -0.10
C -5.680 0.609 2.607  -0.11
C -5.124 -0.633 2.890  -0.08
C -4.498 -1.370 1.896  0.00
H -4.902 0.774 -0.702  0.11
H -6.032 2.089 1.093  0.10
H -6.164 1.178 3.390  0.09
H -5.169 -1.032 3.896  0.10
H -4.039 -2.331 2.083  0.11
F -1.775 6.390 -4.068  0.03
C -0.534 6.185 -3.557  -0.28
C -0.096 4.889 -3.383  -0.01
C 1.177 4.695 -2.864  -0.07
C 1.973 5.784 -2.533  -0.09
C 1.498 7.075 -2.719  -0.09
C 0.228 7.290 -3.238  -0.02
H -0.739 4.061 -3.646  0.12
H 1.552 3.691 -2.716  0.09
H 2.963 5.621 -2.128  0.10
H 2.117 7.925 -2.459  0.10
H -0.171 8.283 -3.394  0.11
F 3.451 -2.933 -2.996  0.06
C 4.602 -2.409 -3.455  -0.29
C 4.880 -2.496 -4.806  -0.02
C 6.068 -1.947 -5.268  -0.09
C 6.947 -1.327 -4.390  -0.11
C 6.637 -1.257 -3.038  -0.08
C 5.455 -1.800 -2.554  -0.01
H 4.175 -2.985 -5.465  0.12
H 6.304 -2.004 -6.323  0.10
H 7.870 -0.899 -4.758  0.10
H 7.317 -0.772 -2.349  0.10
H 5.180 -1.755 -1.510  0.12
F -2.599 0.944 8.684  0.03
C -1.865 0.150 7.865  -0.29
C -1.160 0.737 6.834  -0.02
C -0.412 -0.086 6.002  -0.07
C -0.377 -1.459 6.206  -0.08
C -1.104 -2.013 7.251  -0.08
C -1.859 -1.210 8.097  -0.03
H -1.209 1.808 6.692  0.11
H 0.143 0.349 5.181  0.11
H 0.202 -2.092 5.550  0.08
H -1.093 -3.085 7.405  0.11
H -2.436 -1.617 8.916  0.11
F -6.517 4.017 -7.495  0.05
C -5.756 5.133 -7.504  -0.29
C -6.090 6.150 -8.376  -0.02
C -5.303 7.294 -8.378  -0.09
C -4.215 7.402 -7.524  -0.10
C -3.906 6.361 -6.658  -0.07
C -4.681 5.209 -6.641  -0.01
H -6.944 6.036 -9.030  0.11
H -5.547 8.104 -9.054  0.10
H -3.606 8.297 -7.531  0.10
H -3.059 6.440 -5.989  0.09
H -4.465 4.384 -5.977  0.12

Total charge: -1
HOMO energy (eV): -4.8
Molar mass (g/mol): 961.5

- The lowest molar mass belongs to which entry?
  C44H42F7IInO